1.
{"formula": "C29H28Br4HfN3O2SSb", "method": "ωB97M-V with the def2-TZVPD basis set", "spin_multiplicity": 1, "charge": 2, "lumo_ev": -5.6284, "elements": ["Hf", "Br", "C", "C", "Br", "C", "Br", "C", "O", "C", "O", "C", "Br", "C", "N", "C", "C", "N", "N", "C", "C", "H", "H", "H", "H", "H", "H", "H", "H", "H", "H", "H", "H", "H", "S", "Sb", "C", "C", "C", "C", "C", "C", "C", "C", "C", "C", "C", "C", "C", "C", "C", "C", "C", "C", "H", "H", "H", "H", "H", "H", "H", "H", "H", "H", "H", "H", "H", "H", "H"], "positions_angstrom": [[0.920, -1.190, -0.017], [-0.601, -7.839, 0.285], [0.299, -6.214, -0.001], [1.655, -6.240, -0.286], [2.619, -7.845, -0.309], [2.323, -4.988, -0.516], [4.149, -4.950, -0.917], [1.551, -3.872, -0.502], [2.087, -2.600, -0.620], [0.210, -3.820, -0.092], [-0.368, -2.606, 0.004], [-0.432, -4.991, 0.101], [-2.264, -4.996, 0.402], [3.876, -0.642, 1.272], [3.147, -0.055, 2.363], [3.767, 1.184, 2.908], [2.031, -0.627, 2.854], [1.191, -1.279, 2.017], [1.742, -0.552, 4.156], [0.383, -0.590, 4.665], [2.711, -0.431, 5.245], [4.939, -0.639, 1.482], [3.695, -0.098, 0.334], [3.625, -1.669, 1.076], [3.900, 1.895, 2.100], [4.702, 0.965, 3.400], [3.061, 1.654, 3.634], [0.555, -1.950, 2.450], [0.297, -1.314, 5.471], [-0.326, -0.811, 3.876], [0.088, 0.413, 5.068], [3.734, -0.668, 4.913], [2.430, -1.236, 5.951], [2.584, 0.505, 5.770], [0.999, 1.415, -0.166], [-0.917, 1.805, -1.419], [-0.456, 3.153, -2.920], [-1.301, 3.187, -4.027], [-1.119, 4.187, -5.008], [-0.235, 5.169, -4.765], [0.652, 5.091, -3.684], [0.531, 4.101, -2.724], [-2.452, 2.614, -0.211], [-2.392, 2.550, 1.172], [-3.490, 3.012, 1.898], [-4.670, 3.405, 1.241], [-4.624, 3.533, -0.148], [-3.542, 3.132, -0.844], [-1.507, -0.091, -2.092], [-2.785, -0.600, -1.900], [-3.094, -1.853, -2.399], [-2.093, -2.582, -3.119], [-0.873, -1.992, -3.394], [-0.549, -0.782, -2.866], [-2.085, 2.486, -4.176], [-1.714, 4.245, -5.890], [-0.165, 5.959, -5.547], [1.463, 5.792, -3.605], [1.278, 4.064, -1.941], [-1.512, 2.197, 1.721], [-3.488, 3.001, 2.967], [-5.550, 3.709, 1.839], [-5.522, 3.875, -0.701], [-3.521, 3.170, -1.944], [-3.537, -0.087, -1.313], [-4.046, -2.373, -2.213], [-2.262, -3.614, -3.329], [-0.118, -2.483, -3.967], [0.414, -0.298, -3.061]]}

2.
{"formula": "C29H28ClN4O6SV", "method": "ωB97M-V with the def2-TZVPD basis set", "spin_multiplicity": 1, "charge": 0, "lumo_ev": [-1.2584, -1.2591], "elements": ["V", "O", "C", "C", "C", "C", "C", "C", "C", "O", "N", "N", "C", "C", "C", "C", "C", "C", "C", "O", "H", "H", "H", "H", "H", "H", "H", "H", "H", "H", "N", "C", "N", "C", "C", "C", "C", "C", "H", "H", "H", "H", "H", "H", "H", "H", "H", "H", "S", "C", "C", "C", "C", "Cl", "C", "C", "C", "O", "C", "C", "O", "O", "H", "H", "H", "H", "H", "H", "H", "H"], "positions_angstrom": [[0.129, 0.108, -0.202], [-2.009, 5.055, -0.069], [-1.786, 4.771, -1.361], [-2.146, 5.712, -2.327], [-1.932, 5.463, -3.667], [-1.355, 4.268, -4.080], [-0.992, 3.330, -3.140], [-1.194, 3.565, -1.778], [-0.820, 2.510, -0.840], [0.002, 1.598, -1.173], [-1.398, 2.446, 0.348], [-1.050, 1.319, 0.970], [-1.457, 1.094, 2.176], [-1.114, -0.086, 2.915], [-1.606, -0.320, 4.202], [-1.244, -1.450, 4.905], [-0.363, -2.365, 4.344], [0.146, -2.168, 3.075], [-0.226, -1.038, 2.338], [0.181, -0.808, 1.134], [-1.787, 4.269, 0.468], [-2.609, 6.628, -1.992], [-2.228, 6.194, -4.403], [-1.208, 4.074, -5.130], [-0.569, 2.378, -3.426], [-2.092, 1.835, 2.665], [-2.284, 0.401, 4.634], [-1.644, -1.626, 5.893], [-0.070, -3.240, 4.904], [0.827, -2.873, 2.618], [1.762, 1.483, 1.303], [2.633, 0.961, 1.854], [3.599, 0.451, 2.552], [4.890, 1.119, 2.603], [5.989, 0.150, 2.181], [6.066, -1.042, 3.145], [4.733, -1.261, 3.870], [3.548, -0.950, 2.967], [5.067, 1.476, 3.626], [4.861, 1.985, 1.938], [6.938, 0.685, 2.165], [5.780, -0.195, 1.166], [6.850, -0.872, 3.884], [6.335, -1.937, 2.584], [4.682, -0.631, 4.760], [4.647, -2.297, 4.196], [2.608, -1.116, 3.506], [3.552, -1.601, 2.085], [-1.363, -0.881, -1.244], [2.033, 0.304, -4.093], [2.642, 1.417, -3.294], [2.197, 2.712, -3.532], [2.695, 3.797, -2.836], [2.084, 5.375, -3.180], [3.675, 3.629, -1.876], [4.126, 2.348, -1.629], [3.635, 1.239, -2.322], [4.320, 0.078, -2.036], [3.688, -1.171, -1.835], [2.546, -1.103, -0.800], [2.561, -1.788, 0.211], [1.622, -0.290, -1.112], [1.412, 0.708, -4.889], [1.394, -0.309, -3.454], [2.795, -0.326, -4.546], [1.451, 2.881, -4.291], [4.078, 4.474, -1.338], [4.900, 2.180, -0.896], [4.486, -1.818, -1.459], [3.284, -1.596, -2.764]]}

3.
{"formula": "C29H28CoN6O3SSi", "method": "ωB97M-V with the def2-TZVPD basis set", "spin_multiplicity": 4, "charge": -2, "s2": 3.77, "lumo_ev": [4.3394, 4.3383], "elements": ["Co", "O", "C", "C", "C", "C", "C", "C", "C", "O", "N", "N", "C", "C", "C", "C", "C", "C", "C", "O", "H", "H", "H", "H", "H", "H", "H", "H", "H", "H", "N", "C", "S", "N", "N", "C", "C", "C", "C", "C", "C", "N", "H", "H", "H", "H", "H", "H", "H", "C", "Si", "C", "C", "C", "C", "C", "C", "C", "H", "H", "H", "H", "H", "H", "H", "H", "H", "H", "H"], "positions_angstrom": [[0.781, 0.249, -2.222], [2.395, 1.143, 2.877], [1.456, 2.020, 3.126], [1.554, 2.831, 4.275], [0.630, 3.806, 4.578], [-0.425, 4.037, 3.688], [-0.598, 3.200, 2.557], [0.273, 2.121, 2.349], [0.024, 1.091, 1.283], [-1.139, 0.996, 0.724], [0.968, 0.243, 1.055], [0.820, -0.784, 0.105], [1.616, -1.781, 0.403], [1.655, -3.033, -0.306], [1.998, -4.257, 0.295], [1.947, -5.482, -0.334], [1.499, -5.501, -1.688], [1.229, -4.350, -2.354], [1.357, -3.041, -1.769], [1.193, -1.977, -2.408], [2.115, 0.685, 2.042], [2.438, 2.690, 4.933], [0.831, 4.430, 5.424], [-1.024, 4.943, 3.753], [-1.425, 3.350, 1.885], [2.266, -1.784, 1.310], [2.204, -4.227, 1.397], [2.233, -6.348, 0.245], [1.332, -6.457, -2.190], [0.902, -4.408, -3.356], [-2.872, 2.889, -3.315], [-1.658, 2.127, -3.012], [-1.827, 0.404, -2.714], [-0.599, 2.808, -2.970], [0.550, 2.161, -2.586], [1.740, 2.799, -2.769], [2.854, 2.072, -2.561], [4.224, 2.592, -2.435], [5.155, 1.819, -1.859], [4.842, 0.481, -1.471], [3.618, -0.011, -1.747], [2.639, 0.714, -2.304], [-3.612, 2.679, -2.656], [-2.591, 3.872, -3.137], [1.713, 3.805, -3.128], [4.435, 3.661, -2.713], [6.137, 2.144, -1.621], [5.636, -0.196, -1.177], [3.350, -1.062, -1.643], [-2.690, 0.322, 3.021], [-2.649, 0.438, 1.154], [-3.822, 1.726, 0.454], [-2.927, -1.194, 0.383], [-2.039, -2.216, 0.655], [-2.332, -3.545, 0.268], [-3.425, -3.788, -0.520], [-4.284, -2.761, -0.922], [-4.054, -1.469, -0.436], [-3.704, 0.010, 3.264], [-2.474, 1.333, 3.453], [-1.980, -0.350, 3.498], [-4.903, 1.591, 0.692], [-3.678, 1.800, -0.683], [-3.445, 2.649, 0.899], [-1.175, -2.027, 1.261], [-1.730, -4.369, 0.624], [-3.707, -4.824, -0.726], [-5.149, -2.863, -1.525], [-4.673, -0.624, -0.674]]}